# 1
C6H6O | ωB97M-V/def2-TZVPD

The charge is 0. The total energy comes out at -8359.83952 eV. The gap between HOMO and LUMO comes out at 8.835 eV. For the relative energy (zero: lowest compared OMol25 entry of this formula, charge and spin), the calculation gives 153.74 kcal/mol.

Element x y z (Å)
C  0.53  -0.64  -0.04
C  0.41  0.72  -0.05
C  -0.74  1.71  0.05
H  -0.63  2.39  0.86
H  -1.50  0.98  0.11
O  1.82  1.20  0.32
H  -0.77  -2.14  0.81
C  1.89  -1.37  0.10
H  -0.38  -2.42  -0.85
C  2.22  -0.12  0.21
H  -0.76  2.44  -0.81
C  -0.58  -1.64  -0.17
H  -1.51  -1.11  -0.55

# 2
C6H6O | ωB97M-V/def2-TZVPD

The charge is 0. The total energy comes out at -8361.98896 eV. Its SMILES is C1=C[C@H]2O[C@@H]2C=C1. The gap between HOMO and LUMO comes out at 9.097 eV. For the relative energy (zero: lowest compared OMol25 entry of this formula, charge and spin), the calculation gives 104.17 kcal/mol.

Element x y z (Å)
C  -1.14  0.54  0.37
H  -0.29  2.52  -0.10
O  -2.34  -0.13  0.00
C  -0.17  1.47  -0.13
H  2.22  -1.02  0.28
H  -0.92  -0.44  -1.42
C  -1.05  -0.70  -0.38
C  1.18  -0.64  0.10
H  -0.92  0.41  1.43
H  2.01  1.30  -0.18
C  0.10  -1.50  0.08
H  0.27  -2.59  0.12
C  1.07  0.79  -0.14

# 3
C6H6O | ωB97M-V/def2-TZVPD

The charge is 0. The total energy comes out at -8363.70112 eV. Its SMILES is C#CC1=CCOC1. The gap between HOMO and LUMO comes out at 9.889 eV. For the relative energy (zero: lowest compared OMol25 entry of this formula, charge and spin), the calculation gives 64.68 kcal/mol.

Element x y z (Å)
H  0.06  2.64  3.20
H  1.21  -1.03  1.28
C  -0.23  1.29  1.40
H  1.95  -1.24  -1.26
C  -0.64  0.48  -1.10
C  -0.10  0.37  0.31
C  0.70  -0.69  0.38
C  -0.11  2.01  2.35
O  0.14  -0.44  -1.85
H  0.56  -2.32  -1.06
H  -1.70  0.20  -1.15
C  0.89  -1.28  -0.98
H  -0.54  1.48  -1.53

# 4
C6H6O | ωB97M-V/def2-TZVPD

The charge is 0. The total energy comes out at -8363.56330 eV. Its SMILES is C#CC1=CCOC1. The gap between HOMO and LUMO comes out at 10.057 eV. For the relative energy (zero: lowest compared OMol25 entry of this formula, charge and spin), the calculation gives 67.86 kcal/mol.

Element x y z (Å)
C  0.62  0.67  0.50
H  -0.48  -1.86  -1.46
H  1.43  0.35  1.17
C  -1.69  -0.58  2.41
C  -1.16  -0.78  1.35
C  1.01  -0.11  -1.60
H  1.99  -0.62  -1.61
H  0.76  0.22  -2.62
C  -0.29  -0.51  0.25
O  1.08  1.04  -0.78
C  -0.05  -0.99  -0.97
H  -2.14  -0.36  3.36
H  0.09  1.49  0.98

# 5
C6H6O | ωB97M-V/def2-TZVPD

The charge is 0. The total energy comes out at -8361.18038 eV. Its SMILES is C#CC1=CC1.C=O. The gap between HOMO and LUMO comes out at 9.793 eV. For the relative energy (zero: lowest compared OMol25 entry of this formula, charge and spin), the calculation gives 122.81 kcal/mol.

Element x y z (Å)
H  -0.84  2.71  0.65
C  1.45  0.59  -0.20
H  -1.61  -0.17  1.28
C  -1.03  0.49  0.65
H  -0.10  -1.64  -0.95
H  0.22  -3.17  0.08
C  -0.47  -2.36  -0.19
C  -0.98  1.83  0.02
C  0.08  0.77  0.05
H  3.71  0.60  -0.45
O  -1.56  -2.26  0.32
C  2.65  0.57  -0.35
H  -1.53  2.03  -0.91

# 6
C6H6O | ωB97M-V/def2-TZVPD

The charge is 0. The total energy comes out at -8358.77081 eV. The gap between HOMO and LUMO (alpha / beta) comes out at 6.856 / 7.056 eV. For the relative energy (zero: lowest compared OMol25 entry of this formula, charge and spin), the calculation gives 178.38 kcal/mol.

Element x y z (Å)
C  -1.46  0.36  -0.44
H  0.41  -0.26  -2.59
H  1.41  -1.10  0.11
H  0.52  -2.02  -2.01
H  -1.03  1.77  2.31
C  0.29  -0.88  -1.78
O  0.83  0.89  -0.33
H  -0.90  -0.06  2.22
C  -0.37  0.85  1.85
C  -1.11  -0.66  -1.13
H  0.68  0.81  2.11
C  1.15  -0.45  -0.69
C  -0.44  0.74  0.36

# 7
C6H6O | ωB97M-V/def2-TZVPD

The charge is 0. The total energy comes out at -8361.26317 eV. Its SMILES is C#CC1=CC1.C=O. The gap between HOMO and LUMO comes out at 9.880 eV. For the relative energy (zero: lowest compared OMol25 entry of this formula, charge and spin), the calculation gives 120.91 kcal/mol.

Element x y z (Å)
H  -1.63  -2.02  -1.33
C  0.27  -1.15  -0.52
H  2.59  2.30  -0.16
C  -1.24  0.49  0.88
C  -1.75  1.30  1.61
C  -1.01  -1.91  -0.44
H  1.30  -1.17  -0.85
O  2.58  0.54  -1.14
C  -0.70  -0.54  0.09
H  -1.08  -2.74  0.27
H  0.94  1.43  -0.33
H  -2.22  2.00  2.27
C  2.02  1.43  -0.54

# 8
C6H6O | ωB97M-V/def2-TZVPD

The charge is 0. The total energy comes out at -8361.35020 eV. The gap between HOMO and LUMO comes out at 9.520 eV. For the relative energy (zero: lowest compared OMol25 entry of this formula, charge and spin), the calculation gives 118.90 kcal/mol.

Element x y z (Å)
O  2.03  0.74  -0.45
H  -0.86  -1.67  0.82
H  0.70  0.38  -2.02
C  -2.20  1.32  -0.36
C  -1.14  0.80  -0.12
C  0.00  -1.04  1.10
C  1.31  1.07  0.61
H  0.90  -1.66  1.08
C  0.13  0.15  0.14
H  1.40  -1.10  -1.27
H  -3.15  1.77  -0.57
C  1.03  -0.08  -1.09
H  -0.15  -0.68  2.12

# 9
C6H6O | ωB97M-V/def2-TZVPD

The charge is 0. The total energy comes out at -8360.87471 eV. The gap between HOMO and LUMO comes out at 10.027 eV. For the relative energy (zero: lowest compared OMol25 entry of this formula, charge and spin), the calculation gives 129.86 kcal/mol.

Element x y z (Å)
C  0.14  0.51  -2.08
C  -1.05  -0.20  0.10
H  -1.76  0.03  -2.04
C  -0.89  0.16  -1.37
O  -0.92  -1.59  0.30
H  3.44  -0.14  -0.05
H  -0.03  -1.83  0.00
H  -0.28  1.68  0.87
H  -0.24  0.33  2.02
C  2.43  0.07  0.25
C  -0.08  0.60  0.97
C  1.31  0.33  0.60
H  -2.07  0.04  0.42

# 10
C6H6O2 | ωB97M-V/def2-TZVPD

The charge is 0. The total energy comes out at -10410.19455 eV. The gap between HOMO and LUMO comes out at 10.856 eV. For the relative energy (zero: lowest compared OMol25 entry of this formula, charge and spin), the calculation gives 74.14 kcal/mol.

Element x y z (Å)
C  -0.33  0.75  0.85
C  0.18  -1.18  -0.13
H  1.00  -0.14  -2.01
O  1.89  0.02  -0.06
O  -1.20  -1.24  -0.10
C  -1.42  0.14  0.02
C  0.76  -0.12  -0.96
H  -0.36  1.58  1.74
C  -0.29  0.99  -0.71
H  -2.49  0.49  -0.01
H  0.49  -2.21  -0.36
H  1.25  -0.82  1.92
C  0.85  -0.32  0.98
H  -0.33  2.07  -1.17

# 11
C6H6O2 | ωB97M-V/def2-TZVPD

The charge is 0. The total energy comes out at -10408.78611 eV. Its SMILES is O=C1C(=O)[C@H]2C[C@@H]1C2. The gap between HOMO and LUMO comes out at 8.889 eV. For the relative energy (zero: lowest compared OMol25 entry of this formula, charge and spin), the calculation gives 106.62 kcal/mol.

Element x y z (Å)
H  -1.87  0.42  -0.95
C  0.33  0.89  0.32
O  0.11  1.99  1.01
H  -0.92  -0.54  -2.29
C  -1.07  -0.14  -1.27
C  -0.35  -1.36  -0.38
H  1.21  -1.72  -1.91
H  -0.78  -2.48  -0.45
H  1.64  -0.76  -0.33
C  0.93  -0.80  -1.11
O  -0.15  -0.60  2.08
H  0.41  1.55  -1.76
C  0.42  0.57  -1.20
C  -0.15  -0.42  0.80

# 12
C6H6O3 | ωB97M-V/def2-TZVPD

The charge is 0. The total energy comes out at -12457.05109 eV. Its SMILES is O=C/C=C1\CO1.C=C=O. The gap between HOMO and LUMO comes out at 10.139 eV. For the relative energy (zero: lowest compared OMol25 entry of this formula, charge and spin), the calculation gives 93.46 kcal/mol.

Element x y z (Å)
C  0.32  2.45  0.00
O  0.14  -0.96  -1.44
O  1.36  2.82  -0.51
C  -0.46  1.28  -0.46
C  0.24  0.28  -1.01
H  1.74  -0.02  -2.53
H  -1.44  1.03  -0.33
H  -2.13  -1.02  1.36
C  -1.62  -1.85  1.56
C  -0.33  -1.76  1.57
O  0.79  -1.51  1.80
H  -0.20  3.11  0.89
H  -2.10  -2.83  1.66
H  2.25  -0.72  -0.92
C  1.42  -0.30  -1.63

# 13
C6H6O4S | ωB97M-V/def2-TZVPD

The charge is 0. The total energy comes out at -25343.01693 eV. Its SMILES is O=S(=O)(O)Oc1ccccc1. The gap between HOMO and LUMO comes out at 9.831 eV. For the relative energy (zero: lowest compared OMol25 entry of this formula, charge and spin), the calculation gives 17.43 kcal/mol.

Element x y z (Å)
C  0.75  1.15  0.99
H  0.50  2.16  1.21
O  -3.02  1.79  -1.60
H  -0.62  -1.70  -0.50
H  2.82  1.34  1.61
H  1.50  -2.56  -0.01
O  -2.95  -0.52  -1.18
H  -3.12  -0.63  -0.18
C  -0.19  0.39  0.26
C  0.03  -0.96  -0.03
C  2.27  -0.69  0.79
C  2.02  0.62  1.24
O  -1.42  0.93  0.10
H  3.26  -1.18  0.94
O  -1.05  0.56  -2.47
S  -2.04  0.76  -1.44
C  1.25  -1.45  0.25

# 14
C6H6O6S2 | ωB97M-V/def2-TZVPD

The charge is 0. The total energy comes out at -40268.87499 eV. The gap between HOMO and LUMO comes out at 9.593 eV.

Element x y z (Å)
O  0.81  0.84  -1.33
S  1.55  1.58  -0.02
O  1.43  -1.24  -1.16
O  2.79  1.02  0.37
H  -2.62  -0.08  2.35
C  0.10  -0.36  0.51
H  -0.40  -1.59  -2.63
H  -2.74  0.87  0.97
S  2.21  -1.50  0.29
C  -0.89  0.51  1.21
O  0.69  -1.44  1.12
O  1.56  2.95  -0.34
C  -0.75  -0.85  -1.94
C  -2.16  0.79  1.82
H  -1.13  0.08  -2.44
H  -1.55  -1.32  -1.29
C  0.29  1.12  1.04
H  -2.33  1.84  2.16
C  0.36  -0.42  -0.98
O  2.75  -2.81  0.27

# 15
C6H6OS | ωB97M-V/def2-TZVPD

The charge is 0. The total energy comes out at -19195.99426 eV. The gap between HOMO and LUMO comes out at 10.231 eV. For the relative energy (zero: lowest compared OMol25 entry of this formula, charge and spin), the calculation gives 117.01 kcal/mol.

Element x y z (Å)
H  -1.44  -2.13  0.28
H  1.38  1.42  0.10
H  -0.16  -1.57  1.94
C  -0.27  -0.18  -0.14
C  1.28  0.38  0.08
H  -2.30  2.94  -1.28
H  -1.98  -0.30  1.47
S  0.53  -1.29  -1.44
C  -1.04  0.97  -0.72
O  3.17  -0.88  -0.88
C  -1.71  2.04  -0.79
C  -0.96  -1.06  0.95
C  2.05  -0.56  -0.75
H  1.46  0.23  1.17

# 16
C6H7Al2B3BeBr7ClFN2O4 | ωB97M-V/def2-TZVPD

The charge is +3. The total energy comes out at -538632.03417 eV. The gap between HOMO and LUMO comes out at 2.409 eV.

Element x y z (Å)
N  0.96  -3.31  -8.19
C  -4.10  3.58  5.21
B  3.39  -3.54  -5.98
C  2.01  3.09  3.97
O  2.96  -4.90  -5.73
O  3.45  -3.13  -7.39
Br  -1.16  0.66  0.88
Br  3.21  2.49  2.58
Be  0.03  -3.47  -2.69
H  -6.14  3.39  4.66
Al  5.38  -7.28  -8.10
C  -3.50  4.33  6.20
Br  -1.52  1.81  3.58
H  -4.40  5.71  7.71
O  3.70  -2.63  -4.90
C  -4.52  5.03  6.88
F  0.39  -3.29  -5.85
H  2.22  -5.99  -3.90
H  -3.68  2.91  4.48
Br  1.15  -0.53  1.72
H  2.40  4.05  4.34
Br  0.22  3.45  3.29
Cl  2.02  -0.77  -0.58
B  2.24  -4.95  -4.47
C  -5.72  4.68  6.29
B  2.54  -2.63  -4.04
C  2.14  -3.41  -7.94
Br  2.12  -1.01  -2.91
Al  3.26  -5.64  -8.79
H  -2.44  4.37  6.41
Br  1.98  1.87  5.48
O  1.62  -3.74  -3.98
H  -6.73  4.98  6.50
N  -5.45  3.81  5.27